[1]
DFT (ωB97M-V/def2-TZVPD) results for a structure of composition C3H4Si at a distorted geometry.

Summary:
LUMO ... -0.7 eV
ΔE to the lowest compared entry with this formula, charge and spin ... 2.288 eV
E_HOMO ... -7.9 eV
Calculated total energy ... -11047.4825 eV

The geometry in ORCA input format:
```
! RIJCOSX wB97M-V def2-TZVPD def2/J DEFGRID3
* xyz 0 1
C -0.304 -0.869 -0.496
C 0.344 0.156 0.354
C -0.638 -0.928 0.754
Si -0.123 1.967 0.032
H -0.239 -1.342 -1.423
H 1.300 -0.155 0.643
H -1.157 -1.336 1.627
H 0.817 2.507 -1.491
*
```

---

[2]
DFT (ωB97M-V/def2-TZVPD) results for a structure of composition C25H26IrN6S.

Summary:
LUMO (spin up / spin down) ... -12.6 / -14.5 eV
ΔE to the lowest compared entry with this formula, charge and spin ... 0.000 eV
E_HOMO (spin up / spin down) ... -20.4 / -20.4 eV
Calculated total energy ... -48923.5103 eV

The geometry in ORCA input format:
```
! RIJCOSX wB97M-V def2-TZVPD def2/J DEFGRID3
* xyz 4 2
Ir -0.050 -0.041 -0.425
C 0.399 0.060 -3.331
N 0.216 -0.936 -2.193
C -1.024 -1.764 -2.403
C -2.231 -0.947 -2.020
C -3.446 -1.026 -2.662
C -4.515 -0.279 -2.169
C -4.328 0.519 -1.052
C -3.075 0.565 -0.463
N -2.051 -0.154 -0.936
C 1.462 -1.762 -2.028
C 2.507 -0.918 -1.342
C 3.856 -1.005 -1.600
C 4.735 -0.232 -0.842
C 4.230 0.600 0.143
C 2.860 0.653 0.339
N 2.018 -0.091 -0.386
C 0.254 1.475 -2.863
C 0.347 2.567 -3.704
C 0.226 3.839 -3.164
C 0.014 3.987 -1.797
C -0.073 2.857 -1.014
N 0.044 1.628 -1.549
H 1.390 -0.092 -3.758
H -0.332 -0.170 -4.106
H -1.066 -2.115 -3.434
H -0.940 -2.633 -1.748
H -3.565 -1.655 -3.534
H -5.479 -0.319 -2.660
H -5.132 1.114 -0.644
H -2.878 1.189 0.399
H 1.195 -2.613 -1.399
H 1.793 -2.139 -2.997
H 4.225 -1.663 -2.376
H 5.800 -0.283 -1.025
H 4.881 1.213 0.751
H 2.422 1.299 1.089
H 0.518 2.426 -4.764
H 0.296 4.710 -3.803
H -0.081 4.963 -1.342
H -0.241 2.914 0.055
N 0.363 -3.966 1.909
C -0.537 -3.025 2.068
S -0.201 -1.382 1.657
N -1.722 -3.305 2.695
C -2.078 -4.360 3.517
C -1.113 -5.079 4.284
C -1.522 -6.095 5.088
C -2.907 -6.407 5.181
C -3.869 -5.662 4.449
C -3.470 -4.642 3.647
H 1.268 -3.716 1.538
H 0.205 -4.940 2.139
H -2.416 -2.571 2.594
H -0.080 -4.758 4.303
H -0.803 -6.632 5.694
H -3.246 -7.199 5.839
H -4.916 -5.923 4.531
H -4.200 -4.072 3.085
*
```

---

[3]
DFT (ωB97M-V/def2-TZVPD) results for a cluster of 2 separate species, C5H11NO in total at a distorted geometry.

Summary:
LUMO (spin up / spin down) ... 0.9 / 0.9 eV
ΔE to the lowest compared entry with this formula, charge and spin ... 6.497 eV
E_HOMO (spin up / spin down) ... -7.8 / -7.8 eV
Calculated total energy ... -8895.2004 eV

The geometry in ORCA input format:
```
! RIJCOSX wB97M-V def2-TZVPD def2/J DEFGRID3
* xyz 0 1
C 0.988 -0.534 1.299
C 0.463 -0.191 0.131
C -1.464 1.352 0.305
C -1.850 -0.877 -0.207
C -0.865 0.181 -0.495
N 3.067 -0.031 -0.767
O 1.889 -0.265 -1.314
H 2.060 -0.560 1.457
H 0.248 -0.913 2.037
H -1.530 0.949 1.302
H -2.206 1.814 -0.325
H -0.771 2.141 0.383
H -1.916 -1.667 -0.954
H -2.820 -0.463 -0.253
H -1.800 -1.235 0.761
H -0.862 0.296 -1.501
H 3.572 0.827 -1.074
H 3.798 -0.823 -0.783
*
```

---

[4]
DFT (ωB97M-V/def2-TZVPD) results for a cluster of 2 separate species, C2H4S in total at a distorted geometry.

Summary:
LUMO ... -0.2 eV
ΔE to the lowest compared entry with this formula, charge and spin ... 3.124 eV
E_HOMO ... -8.4 eV
Calculated total energy ... -12970.2072 eV

The geometry in ORCA input format:
```
! RIJCOSX wB97M-V def2-TZVPD def2/J DEFGRID3
* xyz 0 1
C -0.369 -1.066 -0.638
C 0.501 0.036 -0.281
S -0.270 -2.416 -1.425
H -2.101 -0.700 0.197
H 1.471 -0.054 -0.779
H 0.644 0.038 0.804
H 0.039 0.989 -0.544
*
```